(P)
Below is C10H10O3 in the gas phase, with properties calculated with ωB97M-V with the def2-TZVPD basis set.

The value obtained for the HOMO energy is -10.22 eV. The orbital gap is 9.94 eV. The SMILES is C#CCCCC1=C(C)C(=O)OC1=O. The LUMO energy is -0.0104 Ha.

Structure (ORCA input):
```
! RIJCOSX wB97M-V def2-TZVPD def2/J DEFGRID3
* xyz 0 1
C 3.8770 -1.0885 1.1312
C 3.2442 -0.4180 0.3691
C 2.7278 0.3608 -0.7920
C 1.3874 1.0261 -0.4148
C 0.2405 -0.0143 -0.5610
C -1.0297 0.3795 0.1560
C -2.1739 -0.3135 0.1295
C -2.5039 -1.6900 -0.3768
C -3.2249 0.6859 0.5919
O -4.2028 0.8992 -0.0419
O -2.6440 1.5847 1.4631
C -1.2784 1.4808 1.1561
O -0.5102 1.8709 1.9755
H 4.5408 -1.6922 1.7011
H 2.6316 -0.3395 -1.6285
H 3.4801 1.1083 -1.0563
H 1.3614 1.3801 0.6190
H 1.2354 1.8849 -1.0776
H -0.0385 0.0832 -1.6219
H 0.5420 -1.0549 -0.4236
H -3.1224 -1.7157 -1.2720
H -2.9839 -2.1936 0.4696
H -1.5554 -2.2242 -0.4958
*
```

Electronic structure analysis, Mulliken charges in units of e:
1. C 0.005
2. C -0.568
3. C -0.648
4. C -0.598
5. C -0.716
6. C 0.447
7. C 0.421
8. C -1.237
9. C 0.443
10. O -0.482
11. O -0.351
12. C 0.169
13. O -0.486
14. H 0.446
15. H 0.309
16. H 0.349
17. H 0.404
18. H 0.368
19. H 0.286
20. H 0.464
21. H 0.283
22. H 0.348
23. H 0.343

(Q)
Below is C10H10O3 in the gas phase, with properties calculated with ωB97M-V with the def2-TZVPD basis set.

The value obtained for the HOMO energy is -8.66 eV. The orbital gap is 9.13 eV. The SMILES is COc1ccccc1/C=C/C(=O)O. The LUMO energy is 0.0175 Ha.

Structure (ORCA input):
```
! RIJCOSX wB97M-V def2-TZVPD def2/J DEFGRID3
* xyz 0 1
C 2.0860 2.7340 0.0358
C 1.5288 0.4129 0.1114
C 2.8209 0.0651 -0.0148
C 3.1681 -1.2549 -0.0970
C 2.1547 -2.2439 -0.0413
C 0.8893 -1.8208 -0.0738
C 0.5259 -0.5012 -0.0864
C -0.8664 0.0593 -0.2121
C -1.9982 -0.5943 -0.1163
C -3.3421 0.0406 -0.1340
H 2.1894 2.8018 -1.1280
H 3.1996 2.6091 0.2251
H 1.7116 3.6918 0.4509
H 3.5683 0.8272 -0.0952
H 4.1905 -1.5412 -0.3594
H 2.4335 -3.3460 -0.0561
H 0.1190 -2.5547 0.1032
H -0.8372 1.1196 -0.5472
H -2.1050 -1.6582 0.0278
H -4.8853 -0.1377 0.8216
O 1.2640 1.7095 0.5332
O -3.9922 -0.5300 0.8255
O -3.6950 0.9215 -0.8177
*
```

Electronic structure analysis, Mulliken charges in units of e:
1. C -0.770
2. C 1.060
3. C -0.346
4. C -0.579
5. C -0.653
6. C -0.388
7. C 0.247
8. C -0.161
9. C -0.375
10. C 0.286
11. H 0.317
12. H 0.301
13. H 0.267
14. H 0.213
15. H 0.341
16. H 0.301
17. H 0.272
18. H 0.344
19. H 0.302
20. H 0.335
21. O -0.370
22. O -0.421
23. O -0.524

Preferred: (Q); penalty for the next structure: 109.8 kJ/mol.

(P)
Below is 2 unconnected molecules or ions with the total composition C6H12N2, with properties calculated with ωB97M-V with the def2-TZVPD basis set.

The value obtained for the HOMO energy (spin up / spin down) is -14.94 / -14.94 eV. The orbital gap (spin up / spin down) is 11.01 / 7.09 eV. The LUMO energy (spin up / spin down) is -0.1443 / -0.2884 Ha.

Structure (ORCA input):
```
! RIJCOSX wB97M-V def2-TZVPD def2/J DEFGRID3
* xyz 1 2
C -2.2660 1.4069 1.2256
C -1.4367 0.2003 1.3783
C -1.5502 -1.0708 0.7099
C 0.2942 -0.9186 1.8741
N -0.2855 0.2481 2.0600
N -0.4641 -1.7431 1.0724
H -3.3167 1.1867 1.0542
H -1.8700 1.9179 0.3424
H -2.1772 -1.4526 -0.0799
H 1.2080 -1.2161 2.3540
H -0.1879 -2.6124 0.6444
H -2.1211 2.0490 2.0904
C 1.0858 0.0461 -2.1339
C 2.4063 0.4410 -1.4794
H 1.0410 -1.0128 -2.3886
H 0.2043 0.3869 -1.5917
H 1.0564 0.5359 -3.0922
H 2.6906 1.4604 -1.7208
H 3.2080 -0.1230 -1.9140
H 2.4809 0.2705 -0.4051
*
```

Electronic structure analysis, Mulliken charges in units of e:
1. C -0.996
2. C 0.812
3. C -0.377
4. C -0.194
5. N -0.401
6. N 0.045
7. H 0.369
8. H 0.281
9. H 0.388
10. H 0.441
11. H 0.274
12. H 0.343
13. C -0.656
14. C -0.846
15. H 0.255
16. H 0.085
17. H 0.351
18. H 0.292
19. H 0.311
20. H 0.224

(Q)
Below is 2 unconnected molecules or ions with the total composition C6H12N2, with properties calculated with ωB97M-V with the def2-TZVPD basis set.

The value obtained for the HOMO energy (spin up / spin down) is -14.41 / -14.41 eV. The orbital gap (spin up / spin down) is 10.07 / 6.49 eV. The LUMO energy (spin up / spin down) is -0.1594 / -0.2911 Ha.

Structure (ORCA input):
```
! RIJCOSX wB97M-V def2-TZVPD def2/J DEFGRID3
* xyz 1 2
C 0.5770 2.5890 1.3698
C -0.2842 1.3939 1.2648
C -1.1287 0.8635 2.2505
C -1.0844 -0.3891 0.4529
N -0.2323 0.6222 0.1960
N -1.6979 -0.2365 1.7479
H -0.0005 3.5196 1.5079
H 1.1531 2.7167 0.4697
H -1.2987 1.3667 3.1769
H -1.4987 -1.0502 -0.2884
H -2.2525 -0.8590 2.3221
H 1.3686 2.4178 2.1272
C 1.4869 -1.8889 -1.7948
C 0.1265 -1.4448 -2.3574
H 1.8178 -2.8954 -2.0634
H 2.2768 -1.2616 -2.1767
H 1.3430 -1.7092 -0.7229
H -0.6589 -2.0951 -2.0182
H -0.1367 -0.4242 -2.0341
H 0.1237 -1.2354 -3.4298
*
```

Electronic structure analysis, Mulliken charges in units of e:
1. C -1.118
2. C 0.798
3. C -0.338
4. C -0.234
5. N -0.263
6. N -0.046
7. H 0.346
8. H 0.343
9. H 0.426
10. H 0.384
11. H 0.275
12. H 0.332
13. C -0.699
14. C -0.758
15. H 0.321
16. H 0.269
17. H 0.178
18. H 0.250
19. H 0.161
20. H 0.374

Preferred: (P); penalty for the next structure: 49.8 kJ/mol.

(P)
Below is C2H4N4O2 in the gas phase, with properties calculated with ωB97M-V with the def2-TZVPD basis set.

The value obtained for the HOMO energy is -9.10 eV. The orbital gap is 9.67 eV. The SMILES is N/N=c1/[nH][nH]c(=O)o1. The LUMO energy is 0.0207 Ha.

Structure (ORCA input):
```
! RIJCOSX wB97M-V def2-TZVPD def2/J DEFGRID3
* xyz 0 1
C -0.1712 -0.4394 0.3221
C -0.2187 1.0245 -1.3036
H 0.7315 -0.0731 3.2431
H 1.0158 0.9408 2.0266
H -0.3720 -2.1043 -0.8912
H -1.3378 -0.1048 -2.5758
N 1.2488 -0.1349 2.2300
N 0.4413 -0.8859 1.3324
N -0.7576 -1.1169 -0.7372
N -0.6397 -0.1837 -1.8004
O 0.1639 2.1129 -1.8733
O -0.1044 0.9648 0.0273
*
```

Electronic structure analysis, Mulliken charges in units of e:
1. C 0.544
2. C 0.479
3. H 0.287
4. H 0.272
5. H 0.333
6. H 0.287
7. N -0.564
8. N -0.325
9. N -0.272
10. N -0.163
11. O -0.609
12. O -0.269

(Q)
Below is C2H4N4O2 in the gas phase, with properties calculated with ωB97M-V with the def2-TZVPD basis set.

The value obtained for the HOMO energy is -9.40 eV. The orbital gap is 9.83 eV. The SMILES is Nc1nc(=O)n(O)[nH]1. The LUMO energy is 0.0156 Ha.

Structure (ORCA input):
```
! RIJCOSX wB97M-V def2-TZVPD def2/J DEFGRID3
* xyz 0 1
C 0.5577 -0.7214 0.0977
C -1.4259 -0.0975 0.4349
H 2.2637 -0.7940 -0.9875
H 2.1028 -2.3136 0.4120
H -2.2164 1.7765 -0.5106
H 1.3596 1.0934 0.3843
N 1.8137 -1.3203 -0.0972
N -0.5809 -1.2748 0.3538
N -0.6915 1.0892 0.3604
N 0.6014 0.6618 -0.2003
O -2.6030 -0.1115 0.1814
O -1.1813 2.0124 -0.4290
*
```

Electronic structure analysis, Mulliken charges in units of e:
1. C 0.532
2. C 0.489
3. H 0.299
4. H 0.295
5. H 0.367
6. H 0.311
7. N -0.510
8. N -0.518
9. N 0.166
10. N -0.394
11. O -0.576
12. O -0.461

(R)
Below is C2H4N4O2 in the gas phase, with properties calculated with ωB97M-V with the def2-TZVPD basis set.

The value obtained for the HOMO energy is -8.20 eV. The orbital gap is 8.44 eV. The SMILES is [H]/N=c1/c(O)n[nH]n1O. The LUMO energy is 0.0088 Ha.

Structure (ORCA input):
```
! RIJCOSX wB97M-V def2-TZVPD def2/J DEFGRID3
* xyz 0 1
C -0.1091 -1.0561 0.5553
C 0.0688 -0.3001 -0.6578
H -0.9125 -2.6362 1.5384
H 0.6347 1.6002 1.3579
H -0.0585 2.8145 -0.9656
H 0.4903 0.2706 -2.2356
N -0.2802 -0.1834 1.5386
N -0.2292 1.0919 1.0485
N -0.1851 1.0839 -0.2860
N 0.3284 -0.6479 -1.8175
O -0.2793 -2.3579 0.6820
O 0.6106 1.9425 -0.9900
*
```

Electronic structure analysis, Mulliken charges in units of e:
1. C 0.615
2. C 0.171
3. H 0.421
4. H 0.277
5. H 0.419
6. H 0.328
7. N -0.549
8. N -0.102
9. N 0.168
10. N -0.668
11. O -0.562
12. O -0.518

Preferred: (P); penalty for the next structure: 24.3 kJ/mol.

(P)
Below is C2H4N4O2 in the gas phase, with properties calculated with ωB97M-V with the def2-TZVPD basis set.

The value obtained for the HOMO energy is -9.20 eV. The orbital gap is 9.39 eV. The SMILES is Nn1c(=O)ncn1O. The LUMO energy is 0.0069 Ha.

Structure (ORCA input):
```
! RIJCOSX wB97M-V def2-TZVPD def2/J DEFGRID3
* xyz 0 1
C -0.9740 1.2910 -0.2484
C 0.2379 0.5632 1.2757
H 0.8675 -2.0655 0.6109
H 1.9181 -0.8040 0.4414
H -0.1371 -0.8385 -2.1346
H -1.6506 1.8546 -0.8207
N 1.1752 -1.3652 -0.0194
N -0.1330 -0.6331 0.3707
N -0.6885 0.1396 -0.7038
N -0.5005 1.6773 0.9697
O -1.1171 -0.2065 -1.8984
O 1.0019 0.3871 2.1569
*
```

Electronic structure analysis, Mulliken charges in units of e:
1. C -0.048
2. C 0.423
3. H 0.298
4. H 0.308
5. H 0.442
6. H 0.430
7. N -0.544
8. N -0.079
9. N 0.394
10. N -0.573
11. O -0.540
12. O -0.511

(Q)
Below is C2H4N4O2 in the gas phase, with properties calculated with ωB97M-V with the def2-TZVPD basis set.

The value obtained for the HOMO energy is -9.63 eV. The orbital gap is 9.12 eV. The SMILES is [H]/N=c1/c(=O)o[nH]n1N. The LUMO energy is -0.0186 Ha.

Structure (ORCA input):
```
! RIJCOSX wB97M-V def2-TZVPD def2/J DEFGRID3
* xyz 0 1
C -0.6827 0.9837 0.5060
C -0.6963 -0.1806 -0.3877
H 1.3750 -1.5821 -2.2451
H 0.7906 -2.4910 -0.6753
H 1.7347 -0.8958 1.1048
H -1.5151 -1.9242 -1.3592
N 1.2342 -1.6688 -1.1163
N 0.6591 -0.4860 -0.4836
N 1.5796 0.0578 0.5703
N -1.7080 -0.8017 -1.0202
O 0.5226 0.7246 1.2796
O -1.3309 2.0711 0.8220
*
```

Electronic structure analysis, Mulliken charges in units of e:
1. C 0.495
2. C 0.417
3. H 0.286
4. H 0.263
5. H 0.309
6. H 0.256
7. N -0.655
8. N 0.207
9. N -0.168
10. N -0.655
11. O -0.231
12. O -0.525

Preferred: (P); penalty for the next structure: 116.0 kJ/mol.

(P)
Below is 3 unconnected molecules or ions with the total composition C5H16NO, with properties calculated with ωB97M-V with the def2-TZVPD basis set.

The value obtained for the HOMO energy is -12.02 eV. The orbital gap is 4.10 eV. The LUMO energy is -0.2910 Ha.

Structure (ORCA input):
```
! RIJCOSX wB97M-V def2-TZVPD def2/J DEFGRID3
* xyz 1 1
C 0.8654 -1.8074 0.2498
C 1.8273 -0.5867 -0.1610
C 1.1274 0.5314 -0.8099
C 0.7450 1.7121 0.0847
C 1.8762 2.7315 0.3074
N -4.4676 -1.5340 0.9830
H 0.0613 -1.3757 0.8246
H 1.4175 -2.6573 0.6722
H 2.4490 -0.3566 0.7639
H 2.5026 -0.9809 -0.9184
H 1.5519 0.7395 -1.7864
H -0.7465 -0.4747 -1.0131
H -0.0911 2.1737 -0.4471
H 0.1728 1.4512 0.9997
H 2.7023 2.3723 0.9551
H 1.6589 3.8598 0.4567
H 2.2886 2.8599 -0.6426
H 0.4784 -2.2593 -0.7136
H -4.8422 -2.4811 0.9572
H -4.5583 -1.2133 1.9808
H -1.9418 -0.2530 -2.0166
H -3.4841 -1.6012 0.6169
O -1.5928 -0.8500 -1.3432
*
```

Electronic structure analysis, Mulliken charges in units of e:
1. C -1.274
2. C -0.083
3. C -0.246
4. C -0.279
5. C -1.167
6. N -0.656
7. H 0.386
8. H 0.365
9. H 0.328
10. H 0.325
11. H 0.335
12. H 0.377
13. H 0.392
14. H 0.350
15. H 0.317
16. H 0.352
17. H 0.394
18. H 0.387
19. H 0.229
20. H 0.230
21. H 0.331
22. H 0.196
23. O -0.589

(Q)
Below is 2 unconnected molecules or ions with the total composition C5H16NO, with properties calculated with ωB97M-V with the def2-TZVPD basis set.

The value obtained for the HOMO energy is -14.85 eV. The orbital gap is 11.70 eV. The LUMO energy is -0.1161 Ha.

Structure (ORCA input):
```
! RIJCOSX wB97M-V def2-TZVPD def2/J DEFGRID3
* xyz 1 1
C -0.2585 1.3036 -0.9151
C 1.1054 1.3566 -0.2487
C 1.5990 0.0240 0.3818
C 0.4911 -0.8056 1.0763
C 0.4052 -0.5296 2.5633
N -0.3345 0.1456 -1.9257
H -1.0560 1.1212 -0.1969
H -0.4432 2.2125 -1.4751
H 1.0168 2.0600 0.5755
H 1.8073 1.6898 -1.0149
H 2.2653 0.2954 1.1920
H 2.1253 -0.5644 -0.3458
H 0.6900 -1.8455 0.8532
H -0.5396 -0.7658 0.6920
H 1.3666 -0.5248 3.0700
H -0.1717 0.3778 2.7547
H -0.1457 -1.3328 3.0474
H -0.3646 0.5190 -2.8715
H -1.2025 -0.3969 -1.7522
H 0.5348 -0.3830 -1.8745
H -3.5300 -1.6424 -1.6178
H -2.6299 -1.2004 -0.5047
O -2.7307 -1.1144 -1.4632
*
```

Electronic structure analysis, Mulliken charges in units of e:
1. C -0.677
2. C -0.599
3. C -0.925
4. C 0.231
5. C -1.376
6. N -0.128
7. H 0.315
8. H 0.413
9. H 0.353
10. H 0.334
11. H 0.416
12. H 0.447
13. H 0.360
14. H -0.193
15. H 0.396
16. H 0.311
17. H 0.371
18. H 0.407
19. H 0.273
20. H 0.308
21. H 0.331
22. H 0.308
23. O -0.678

(R)
Below is 2 unconnected molecules or ions with the total composition C5H16NO, with properties calculated with ωB97M-V with the def2-TZVPD basis set.

The value obtained for the HOMO energy is -13.98 eV. The orbital gap is 10.75 eV. The LUMO energy is -0.1188 Ha.

Structure (ORCA input):
```
! RIJCOSX wB97M-V def2-TZVPD def2/J DEFGRID3
* xyz 1 1
C 0.3439 -0.9421 0.4512
C 0.5215 0.4658 -0.1581
C 1.9939 0.4817 -0.8660
C 0.7008 1.5009 0.8974
C 1.1028 2.8843 0.4789
N -1.2213 -1.1125 0.6456
H 0.4891 -1.8434 -0.1821
H 1.0068 -1.2119 1.3286
H -0.1576 0.6617 -0.8557
H 2.6565 1.1500 -0.2943
H 1.7030 0.8464 -1.8857
H 2.5393 -0.4550 -0.9382
H 1.3020 1.1168 1.7653
H -0.2046 1.5210 1.5660
H 0.3899 3.6411 0.7415
H 1.2784 2.9409 -0.5655
H 1.9453 3.2701 1.0561
H -1.4819 -1.9027 1.3007
H -1.7060 -1.4905 -0.2884
H -1.5767 -0.1872 0.9986
H -3.6357 -2.4971 -1.4989
H -2.2621 -3.0735 -1.9303
O -2.7142 -2.6304 -1.2071
*
```

Electronic structure analysis, Mulliken charges in units of e:
1. C -0.863
2. C 0.227
3. C -1.301
4. C -0.572
5. C -1.415
6. N -0.381
7. H 0.363
8. H 0.364
9. H 0.564
10. H 0.324
11. H 0.287
12. H 0.452
13. H 0.356
14. H 0.359
15. H 0.401
16. H 0.391
17. H 0.322
18. H 0.366
19. H 0.423
20. H 0.356
21. H 0.331
22. H 0.328
23. O -0.684

Preferred: (Q); penalty for the next structure: 112.9 kJ/mol.

(P)
Below is 2 unconnected molecules or ions with the total composition CH3O4Si, with properties calculated with ωB97M-V with the def2-TZVPD basis set.

The value obtained for the HOMO energy is -4.60 eV. The orbital gap is 8.44 eV. The LUMO energy is 0.1409 Ha.

Structure (ORCA input):
```
! RIJCOSX wB97M-V def2-TZVPD def2/J DEFGRID3
* xyz -1 1
C -0.6527 -2.2533 -0.0079
O 0.4508 -2.0355 -0.5376
O -1.3455 -3.2485 0.1580
O -0.9829 0.8223 -0.3160
O 1.0765 2.5723 -0.6143
Si -0.5068 -0.4367 0.4526
H 0.2953 1.8290 -0.6679
H 1.0374 2.9413 0.2465
H 0.6281 -0.1909 1.2865
*
```

Electronic structure analysis, Mulliken charges in units of e:
1. C 0.453
2. O -0.465
3. O -0.620
4. O -0.685
5. O -0.698
6. Si 0.466
7. H 0.410
8. H 0.258
9. H -0.119

(Q)
Below is a gas-phase ion, CH3O4Si (charge -1), with properties calculated with ωB97M-V with the def2-TZVPD basis set.

The value obtained for the HOMO energy is -3.56 eV. The orbital gap is 7.29 eV. The SMILES is O=C([O-])[SiH](O)O. The LUMO energy is 0.1371 Ha.

Structure (ORCA input):
```
! RIJCOSX wB97M-V def2-TZVPD def2/J DEFGRID3
* xyz -1 1
C -0.2275 0.8764 -1.4477
O -0.6679 1.9543 -1.0821
O -0.0893 0.2693 -2.5072
O 1.5927 -1.0041 0.7711
O -0.7673 0.1842 1.5642
Si 0.1959 -0.4618 0.0870
H 1.4365 -1.1951 1.6840
H -1.0496 1.1435 1.2950
H -0.4235 -1.7667 -0.3643
*
```

Electronic structure analysis, Mulliken charges in units of e:
1. C 0.356
2. O -0.598
3. O -0.602
4. O -0.462
5. O -0.672
6. Si 0.527
7. H 0.277
8. H 0.316
9. H -0.143

Preferred: (Q); penalty for the next structure: 108.7 kJ/mol.